Density functional theory data (wB97M-V/def2-TZVPD) for a cluster of 2 separate species, C4H10OS2 in total.

Each line ends with the natural charge from an NBO analysis.
Element x y z (Å)
1 C -0.58746 -2.47488 -1.36236  -0.617
2 C -0.42494 -1.02851 -0.90906  -0.537
3 S -0.35502 0.05674 -2.36151  0.094
4 S -0.76275 1.95965 -1.69038  -0.158
5 H 0.11756 -2.74885 -2.15024  0.214
6 H -1.59372 -2.67772 -1.72498  0.214
7 H -0.36822 -3.12713 -0.51648  0.223
8 H 0.49415 -0.94893 -0.33248  0.219
9 H -1.27471 -0.75930 -0.28762  0.217
10 H -2.11380 1.85266 -1.61180  0.137
11 C 0.90588 1.28911 2.89084  -0.521
12 C 0.80994 1.34413 1.56638  0.140
13 O 1.83301 1.75972 0.77532  -0.691
14 H 0.04347 0.95451 3.44411  0.209
15 H 1.82631 1.62719 3.34333  0.209
16 H -0.06725 0.98155 1.04855  0.162
17 H 1.51757 1.94007 -0.12163  0.486

Molar mass = 138.3 g mol⁻¹
Max |F| = 0.8 eV Å⁻¹
HOMO level = -8.92 eV
HOMO-LUMO gap = 9.339 eV
Relative energy (zero: lowest compared OMol25 entry of this formula, charge and spin) = 125.6 kJ/mol
SMILES = C=CO.CCSS